# C4H16N6

A 2-piece molecular cluster, C4H16N6 overall at a distorted geometry (ωB97M-V/def2-TZVPD, OMol25).

E_HOMO = -0.6342 Eh
gap between HOMO and LUMO = 11.276 eV
net charge = +2

```
26
Properties=species:S:1:pos:R:3:forces:R:3
C -0.6483 2.9344 0.4654 -0.902 1.987 0.403
C -2.4628 1.5958 -0.6044 -3.755 1.659 0.567
N -3.7757 1.1796 -0.3960 1.446 -1.290 -1.601
N -1.9335 2.2348 0.4178 0.810 -0.133 0.698
N -2.0281 1.7974 -1.8687 1.148 -0.920 1.088
H -4.1905 0.9600 0.5037 0.617 0.302 0.090
H -4.0646 0.4936 -1.0907 -0.335 0.373 0.128
H -2.4735 2.2385 1.2818 0.222 -0.097 -0.414
H -1.0549 2.0813 -1.8292 -0.114 0.031 -0.762
H -2.2727 1.1728 -2.6332 -0.130 0.222 0.328
H 0.0973 2.3191 0.9602 0.420 0.020 -0.708
H -0.7701 3.8472 1.1073 -0.123 -0.968 -0.200
H -0.4659 3.4670 -0.4926 0.527 -1.022 0.362
C 1.5263 -2.3253 1.9962 -1.385 1.865 2.305
C 2.2021 -1.9267 -0.2789 1.537 3.634 -1.812
N 2.2520 -1.5705 1.0064 -0.396 -2.819 0.171
N 2.8451 -0.9850 -1.0683 -0.231 -1.284 -0.458
N 1.4087 -2.7851 -0.9083 -1.152 -1.660 2.160
H 3.0390 -1.0593 1.3805 0.007 0.362 -0.654
H 3.7916 -0.7258 -0.8466 0.100 0.186 0.191
H 2.6598 -1.0256 -2.0601 0.239 -0.179 -0.002
H 0.9088 -3.4563 -0.3157 0.103 0.534 -0.067
H 1.5510 -3.2449 -1.7976 0.697 0.853 -0.294
H 1.9253 -3.1895 2.5020 0.479 -0.786 -0.863
H 0.4766 -2.3918 1.6951 0.244 -0.563 -0.056
H 1.4570 -1.6358 2.8739 -0.073 -0.307 -0.600
```
Positions in Å, forces in eV/Å.

=====

# C4H16N8O4

A 4-piece molecular cluster, C4H16N8O4 overall at a distorted geometry (ωB97M-V/def2-TZVPD, OMol25).

E_HOMO = -0.3189 Eh
gap between HOMO and LUMO = 8.742 eV
SMILES string = NC(N)=O.NC(N)=O.NC(N)=O.NC(N)=O
net charge = 0

```
32
Properties=species:S:1:pos:R:3:forces:R:3
N -2.4041 3.8326 -3.5260 -1.347 5.132 -0.033
C -2.4712 2.5288 -3.4641 2.879 1.599 -1.224
N -2.1443 2.0517 -4.6618 -0.163 -3.222 -1.586
O -2.3594 1.9837 -2.4159 -0.886 -3.041 2.866
H -2.3908 4.2898 -4.4265 -0.186 0.034 0.295
H -2.7599 4.4085 -2.7764 0.114 -0.286 0.029
H -1.9804 2.6101 -5.4873 -0.106 -0.360 0.386
H -1.8204 1.0973 -4.5960 -0.064 0.097 -0.746
N -0.0286 1.5295 -0.5063 -4.100 4.845 3.585
C 1.0467 0.8908 -0.6748 3.223 -0.282 3.224
N 0.8882 0.1647 -1.6745 -0.186 -4.470 -7.555
O 2.0332 0.8088 0.0172 1.955 0.697 2.320
H -0.0496 2.0536 0.3568 -0.728 0.401 -0.391
H -0.6684 1.6568 -1.2774 -0.640 0.578 0.856
H 1.7245 -0.0820 -2.1842 -0.332 -0.184 -0.225
H 0.0847 0.5717 -2.1315 0.464 -1.589 -1.740
N 1.9418 -0.3684 2.7028 6.743 -0.937 -6.512
C 1.2641 -0.2494 3.7340 -0.895 -2.243 4.360
N 0.1173 0.2022 3.4508 -6.618 3.564 -0.594
O 1.5387 -0.7638 4.7841 1.124 -0.674 3.139
H 2.7277 -0.9968 2.7901 0.183 0.509 -0.225
H 1.8930 0.2610 1.9144 0.242 -0.052 -0.192
H -0.1313 0.1505 2.4733 -0.658 0.043 0.542
H -0.5928 0.1561 4.1676 0.023 0.039 -0.392
N 1.1416 -2.7733 1.2232 3.456 1.202 -1.717
C 0.2071 -3.3402 1.9253 -3.983 3.367 -1.219
N 0.3231 -4.6060 1.9794 0.772 -5.108 1.033
O -0.8709 -2.8255 2.1799 -0.710 1.340 1.444
H 1.7034 -3.4728 0.7595 0.506 1.119 -0.324
H 1.2609 -1.7789 1.0927 -0.113 -0.428 0.034
H -0.4696 -5.0162 2.4522 0.654 -0.783 -0.080
H 1.2458 -4.9752 1.7996 -0.623 -0.909 0.642
```
Positions in Å, forces in eV/Å.

=====

# C4H16NO2

A 3-piece molecular cluster, C4H16NO2 overall at a distorted geometry (ωB97M-V/def2-TZVPD, OMol25).

E_HOMO = -0.5398 Eh
gap between HOMO and LUMO = 11.405 eV
net charge = +1

```
23
Properties=species:S:1:pos:R:3:forces:R:3
C 0.0643 -0.7101 0.2422 0.162 0.064 1.103
C -0.8218 0.5080 0.2295 -1.526 0.665 0.351
C -2.3151 0.1160 0.0929 -0.042 0.382 -1.791
C -2.9606 -0.4368 1.3560 1.099 -0.056 0.733
N 0.7651 -0.9718 -1.0623 -0.289 1.829 -0.732
H 0.8967 -0.5526 0.9222 0.081 -0.199 0.066
H -0.5092 -1.5647 0.5886 0.167 -0.304 -0.304
H -0.8855 1.0661 1.1665 1.033 -0.428 0.416
H -0.4675 1.2993 -0.4391 -0.174 -0.402 -0.431
H -2.8444 0.9940 -0.2905 -0.095 -0.034 0.298
H -2.4019 -0.5777 -0.7479 -0.122 -0.299 0.070
H -3.5452 -1.3458 1.2408 -0.471 0.371 -0.296
H -3.4535 0.3409 1.9405 -0.424 -0.162 -0.293
H -2.1714 -0.7580 2.0393 0.256 -0.115 0.096
H 1.4526 -1.7146 -1.0247 -0.085 -0.162 0.072
H 1.2810 -0.0884 -1.1761 0.562 -0.250 0.135
H 0.2566 -0.9674 -1.9495 -0.782 -0.735 0.422
H 2.3019 2.9615 -0.6504 -1.073 0.319 0.210
H 2.8455 1.7515 -1.1062 -0.097 -0.952 -0.235
O 1.9734 2.0687 -0.8431 1.071 0.628 -0.030
H 3.5686 -0.0679 0.4905 -0.115 0.093 0.009
H 3.8074 -0.9819 -0.6862 0.394 -0.218 -0.201
O 3.1629 -0.3683 -0.3329 0.468 -0.032 0.333
```
Positions in Å, forces in eV/Å.

=====

# C4H16NO2

A 3-piece molecular cluster, C4H16NO2 overall at a distorted geometry (ωB97M-V/def2-TZVPD, OMol25).

E_HOMO = -0.5329 Eh
gap between HOMO and LUMO = 11.297 eV
net charge = +1

```
23
Properties=species:S:1:pos:R:3:forces:R:3
C -0.8810 -0.5180 0.3203 -2.707 0.863 0.211
C 0.1796 -0.9310 1.2081 3.393 -0.930 1.189
C 1.0081 -0.0013 2.1617 -1.644 0.398 -0.451
C 1.5340 1.3404 1.6508 1.022 0.006 0.015
N -0.4936 0.0124 -0.9962 -1.575 2.034 0.092
H -1.5459 0.2591 0.7803 0.530 -0.515 -0.383
H -1.5475 -1.3553 0.1222 0.040 -0.044 -0.133
H 1.0551 -1.2952 0.6314 -0.962 -0.905 -0.259
H -0.2545 -1.7260 1.8624 0.723 0.367 -0.617
H 1.8392 -0.6307 2.4265 0.133 -0.144 0.679
H 0.2978 0.1504 2.9660 0.566 0.255 0.785
H 1.0516 2.1941 2.0417 -1.517 0.771 0.281
H 2.5323 1.6256 2.0414 -0.072 -0.933 -0.559
H 1.5336 1.4455 0.5650 0.283 -0.068 -0.106
H -0.0280 0.9091 -0.8465 0.239 -0.160 -0.286
H 0.0482 -0.5632 -1.6122 0.971 -0.947 -0.549
H -1.4117 0.2154 -1.4796 0.983 -0.589 0.338
H 1.4192 -1.1655 -3.6317 -0.104 -0.027 -2.043
H 2.0925 -0.9308 -2.3730 1.891 0.534 1.011
O 1.2964 -1.2655 -2.7143 -1.640 -0.527 1.008
H -3.9350 0.4352 -1.8326 -2.366 -0.265 -0.926
H -2.7132 1.3486 -1.7988 -1.357 -1.719 0.657
O -3.0771 0.4466 -1.4929 3.172 2.544 0.048
```
Positions in Å, forces in eV/Å.

=====

# C4H16NO2S

A 3-piece molecular cluster, C4H16NO2S overall at a distorted geometry (ωB97M-V/def2-TZVPD, OMol25).

E_HOMO (alpha / beta) = -0.6712 / -0.6712 Eh
gap between HOMO and LUMO (alpha / beta) = 11.472 / 6.662 eV
net charge = +2
multiplicity = 2

```
24
Properties=species:S:1:pos:R:3:forces:R:3
C 0.6822 -0.2546 1.4456 -0.217 2.285 0.059
C -0.4155 -1.1660 0.9197 -0.268 -1.317 4.754
C -1.6889 -0.6463 0.2327 -0.269 -1.284 -0.918
S -1.8137 1.0976 0.1407 -0.592 1.720 -0.020
C -3.4686 1.6410 0.7178 0.121 -0.099 0.440
N 1.7076 0.2575 0.4690 0.444 0.900 -3.926
H 0.1795 0.7206 1.7047 0.542 -1.084 0.797
H 1.3086 -0.6513 2.3010 -1.345 0.215 -0.899
H -0.8206 -1.6094 1.9778 0.712 1.180 -2.220
H 0.0240 -2.0867 0.6011 -0.088 -0.461 -1.371
H -2.5881 -1.0299 0.7593 0.501 0.003 -0.706
H -1.6377 -1.0133 -0.8582 -0.537 0.577 1.238
H -4.0744 2.1470 -0.0386 0.527 -0.073 -0.515
H -3.4449 2.3598 1.5747 0.684 -0.576 -0.520
H -3.9741 0.7430 1.0071 -0.431 -0.459 0.303
H 1.9218 -0.3329 -0.5218 -0.403 0.214 2.221
H 1.5902 1.2800 0.0554 0.450 -2.420 1.663
H 2.6219 0.1189 0.8881 0.287 0.792 0.033
H 0.9955 1.2350 -2.6946 1.605 0.002 -1.166
H 2.3740 1.1047 -3.6181 -0.970 0.273 0.425
O 1.9815 1.1394 -2.7236 -0.740 -0.349 0.781
H 2.7118 -1.3298 -2.2058 0.313 -0.474 0.971
H 3.1431 -2.2823 -0.9068 -0.816 1.599 -1.087
O 2.6847 -1.4420 -1.2272 0.489 -1.163 -0.336
```
Positions in Å, forces in eV/Å.

=====

# C4H16NO3

A 4-piece molecular cluster, C4H16NO3 overall at a distorted geometry (ωB97M-V/def2-TZVPD, OMol25).

E_HOMO = -0.4930 Eh
gap between HOMO and LUMO = 8.894 eV
net charge = +1

```
24
Properties=species:S:1:pos:R:3:forces:R:3
C 0.6730 -3.1867 -1.2259 -1.170 -0.579 0.229
C -0.4594 -2.3877 -1.9084 1.147 0.310 0.575
C 0.1500 -1.2148 -2.7647 -1.066 -1.508 0.897
C -1.1125 0.8174 -2.5749 1.491 0.412 0.148
N -0.1749 0.0817 -2.1314 -0.678 -0.946 -1.094
H 0.2205 -3.7348 -0.3943 0.343 0.075 0.099
H 1.5050 -2.5895 -0.8700 -0.021 0.214 0.137
H 1.0613 -3.9583 -1.8903 0.101 0.185 -0.164
H -1.1823 -1.9617 -1.2098 0.308 0.079 0.346
H -1.0849 -3.0802 -2.4680 0.241 0.171 -0.581
H -0.3261 -1.4041 -3.7258 0.339 1.229 -0.317
H 1.2303 -1.2755 -2.7947 0.088 -0.094 -0.262
H -1.5954 0.4904 -3.4840 -0.392 0.220 0.059
H -1.1916 1.7988 -2.1225 -0.645 -0.120 0.010
H 0.3320 0.3488 -1.2772 -0.129 0.418 -0.159
H -2.8811 3.4418 5.3682 0.101 0.230 -0.125
H -2.1160 4.7605 5.1735 -0.052 -0.036 0.064
O -2.5592 4.0546 4.6935 -0.037 -0.201 0.039
H 2.9308 1.6279 5.1109 -0.172 -0.951 0.468
H 2.4476 0.0648 5.3587 0.445 1.370 -0.170
O 2.5085 0.8322 4.7502 -0.281 -0.412 -0.337
H -0.0835 2.6349 0.0744 0.381 -0.383 -0.195
H 1.1432 1.8702 0.5390 0.136 -0.038 -0.002
O 0.5646 1.9691 -0.2264 -0.476 0.354 0.335
```
Positions in Å, forces in eV/Å.

=====

So what do the calculations give for ΔE to the lowest compared entry with this formula, charge and spin? Going down the list: 27.7, 111.3, 29.8, 37.5, 34.7, 42.5 kcal/mol.
So what do the calculations give for E_tot? Going down the list: -13333.6546, -24518.1285, -9986.0911, -9985.7573, -20808.5335, -12032.7880 eV.